94
Properties=species:S:1:pos:R:3:lowdin_charge:R:1 method="wB97M-V/def2-TZVPD" total_charge=+1 lumo_ev=-2.53 multiplicity=1 mol_weight_g_mol=599.83
C -2.43510 0.99456 -1.20965 -0.279
C -2.79148 -1.18037 -0.25596 -0.263
C -3.53173 0.84812 -2.03452 -0.053
C -4.00917 -1.25682 -0.99288 -0.023
C -4.36833 -0.26393 -1.87928 -0.060
H -3.75935 1.64227 -2.74192 0.113
H -4.57526 -2.18563 -0.91016 0.119
H -5.28894 -0.32696 -2.45901 0.114
N -2.09746 0.03996 -0.30644 0.042
P -0.72917 2.46469 0.42524 1.229
P -0.48229 -2.47671 0.68682 1.154
C -1.53295 2.19189 -1.18894 -0.224
H -0.73858 2.07254 -1.93618 0.077
H -2.10989 3.07883 -1.45234 0.089
C -2.21013 -2.30943 0.32334 -0.223
H -2.83046 -3.21467 0.33136 0.076
C 0.23381 -3.46960 -0.79070 -0.649
C -0.48703 -3.49644 2.28407 -0.659
C 0.85543 3.60110 0.03014 -0.587
C -2.07218 3.44507 1.32795 -0.642
C 1.75966 -3.31224 -0.76541 -0.102
H 2.19675 -3.60090 0.19922 0.069
H 2.20561 -3.95486 -1.53868 0.096
H 2.05101 -2.27937 -0.98639 0.025
C -0.15297 -4.95111 -0.73175 -0.092
H 0.28291 -5.48318 0.12367 0.068
H -1.24297 -5.09009 -0.74458 0.089
H 0.24501 -5.43691 -1.63721 0.092
C -0.32376 -2.88606 -2.09414 -0.091
H 0.09717 -3.43902 -2.94794 0.093
H -1.41548 -2.97499 -2.14380 0.087
H -0.04906 -1.83504 -2.21834 0.045
C 0.92854 -4.02845 2.55445 -0.091
H 1.66141 -3.21267 2.62390 0.072
H 0.91824 -4.55185 3.52268 0.093
H 1.26083 -4.75299 1.80034 0.064
C -0.89596 -2.56030 3.43431 -0.089
H -0.20640 -1.71425 3.55499 0.055
H -1.91306 -2.17431 3.29540 0.088
H -0.88408 -3.14173 4.36952 0.094
C -1.49765 -4.65354 2.24842 -0.086
H -1.31322 -5.36869 1.44146 0.059
H -1.40749 -5.20347 3.19826 0.096
H -2.52704 -4.28819 2.16699 0.079
C -1.55855 3.59967 2.77011 -0.083
H -2.30144 4.16506 3.35217 0.097
H -1.42430 2.61953 3.24893 0.076
H -0.60924 4.15049 2.82073 0.063
C -3.41635 2.69181 1.35325 -0.069
H -3.89872 2.68263 0.36562 0.088
H -3.31765 1.67370 1.74302 0.076
H -4.09098 3.23896 2.03283 0.098
C -2.37314 4.81743 0.69742 -0.091
H -3.34312 5.15932 1.08728 0.093
H -1.64671 5.58571 0.97525 0.058
H -2.45862 4.77069 -0.39615 0.076
C 1.18615 3.53436 -1.46643 -0.103
H 0.39402 3.98771 -2.08196 0.096
H 2.10851 4.11043 -1.65594 0.103
H 1.37193 2.50497 -1.80459 0.030
C 2.04083 3.06144 0.84064 -0.097
H 2.30880 2.03742 0.55886 0.055
H 2.92073 3.69940 0.64724 0.097
H 1.84576 3.08679 1.92240 0.080
C 0.67070 5.07975 0.39457 -0.094
H -0.06715 5.57833 -0.24903 0.081
H 0.43533 5.24060 1.45636 0.075
H 1.62768 5.59589 0.20779 0.098
Be 0.41807 -0.48113 0.57902 -0.073
C -1.18584 0.49688 0.80741 -0.592
O -1.53425 0.23253 1.99382 -0.158
N 0.98305 -0.08010 -0.90765 0.221
C 1.56011 0.12411 -1.91410 0.013
C 2.56224 -0.03949 -3.05635 -0.569
C 2.04944 -1.11370 -4.00619 -0.034
C 2.69818 1.27514 -3.81464 -0.051
C 3.91493 -0.43444 -2.47610 -0.030
H 2.01777 -2.09688 -3.51550 0.077
H 1.04474 -0.85604 -4.36788 0.106
H 2.71559 -1.19395 -4.87598 0.107
H 3.15147 2.04405 -3.17844 0.086
H 3.34751 1.13517 -4.68912 0.104
H 1.71860 1.62037 -4.16719 0.100
H 4.65798 -0.50766 -3.28267 0.109
H 4.25634 0.32305 -1.75662 0.097
H 3.86325 -1.40956 -1.97213 0.082
S 2.68453 0.48719 3.96719 1.085
C 3.67854 -0.26075 2.71052 -0.319
C 2.92833 -0.56198 1.60935 -0.184
N 1.56822 -0.22373 1.76357 -0.078
C 1.32794 0.35315 2.97049 -0.429
H 4.73916 -0.45756 2.81614 0.079
H 3.26275 -1.03635 0.68390 0.109
H 0.34914 0.68528 3.28247 0.078

125
Properties=species:S:1:pos:R:3:lowdin_charge:R:1 method="wB97M-V/def2-TZVPD" e_above_lowest_kj_mol=546.7 smiles="CCOC(=O)OC.CCOC(=O)OC.CCOC(=O)OC.CCOC(C)=O.CCOC(C)=O.CCOC(C)=O.CCOC(C)=O.CCOC(C)=O.ClCCl.ClCCl" lumo_ev=0.33 multiplicity=1 mol_weight_g_mol=922.71
C -2.61505 5.70331 0.88516 -0.070
C -3.57124 4.59578 0.86852 -0.209
O -4.57529 4.65078 1.89468 0.079
C -4.73921 3.71805 2.74878 -0.644
O -4.23466 2.63704 2.77393 0.133
O -5.53043 4.29439 3.64090 0.023
C -5.68148 3.76446 4.92256 -0.065
H -3.16856 6.62218 0.69169 0.086
H -1.88672 5.67748 0.07462 0.086
H -1.94167 5.81605 1.73483 0.086
H -3.06978 3.63149 0.78612 0.117
H -4.17336 4.63880 -0.03905 0.129
H -6.15668 2.78623 4.84947 0.094
H -6.29066 4.38225 5.58236 0.095
H -4.81519 3.61556 5.56713 0.092
C -1.40540 -4.55619 -1.97100 -0.068
C -0.00050 -5.00752 -1.88831 -0.248
O 0.11198 -5.95291 -0.85594 0.014
C 0.99110 -6.99405 -0.85409 -0.498
O 1.47861 -7.50675 -1.90603 0.063
O 1.08957 -7.52081 0.39271 -0.026
C 2.24995 -8.35926 0.70565 -0.016
H -1.52079 -3.84392 -2.78798 0.086
H -1.64940 -3.96019 -1.09160 0.072
H -2.09866 -5.38117 -1.80700 0.091
H 0.61318 -4.13490 -1.66460 0.106
H 0.25175 -5.46322 -2.84580 0.133
H 2.12665 -8.65153 1.74847 0.086
H 3.12929 -7.72075 0.62103 0.094
H 2.21726 -9.34939 0.25105 0.095
C 0.76449 -1.12173 -1.92738 -0.041
C 0.84409 0.31462 -1.38633 -0.162
O -0.02442 0.42332 -0.24113 0.033
C 0.06077 1.30394 0.72416 -0.555
O 0.81825 2.31775 0.74960 0.043
O -0.74270 0.97907 1.70246 0.025
C -0.81062 1.77750 2.84612 -0.035
H 1.33458 -1.12044 -2.85641 0.063
H -0.18535 -1.38714 -2.39156 0.073
H 1.27407 -1.88542 -1.33981 0.066
H 0.34944 0.98241 -2.09164 0.128
H 1.85419 0.61962 -1.11288 0.101
H -0.23010 1.27660 3.62085 0.091
H -1.85651 1.83691 3.14724 0.076
H -0.41474 2.79306 2.84771 0.101
C -4.29103 -0.35491 6.51569 -0.047
C -3.30968 0.25176 5.51067 -0.186
O -1.99098 -0.29603 5.41391 0.016
C -1.08533 -0.15665 6.27598 -0.604
C 0.30570 -0.84045 5.93826 0.037
O -1.20497 0.51281 7.25996 0.101
H -4.58982 -1.35788 6.21096 0.069
H -5.24558 0.17093 6.53634 0.072
H -4.03905 -0.22038 7.56759 0.078
H -3.70082 -0.06445 4.54365 0.110
H -3.24906 1.33017 5.36421 0.116
H 0.25222 -1.87311 6.28302 0.076
H 0.95626 -0.31518 6.63752 0.077
H 0.63355 -0.80191 4.89946 0.068
C 4.37728 -0.23889 -6.04246 -0.068
C 3.13018 -1.09954 -5.81532 -0.237
O 1.95880 -0.43885 -6.22681 -0.017
C 0.78290 -1.13237 -6.08237 -0.523
C -0.23025 -0.43874 -6.90681 -0.019
O 0.57695 -2.20378 -5.56502 0.110
H 5.35502 -0.68934 -5.87149 0.077
H 4.33699 0.63029 -5.38594 0.064
H 4.39405 0.24234 -7.02033 0.074
H 3.28897 -1.98258 -6.43428 0.128
H 3.08151 -1.34442 -4.75430 0.103
H -1.14994 -1.02314 -6.87937 0.082
H 0.09223 -0.34839 -7.94409 0.093
H -0.48997 0.58355 -6.63197 0.066
C 5.93406 -0.13565 -0.42085 -0.051
C 5.10791 -0.96985 -1.41619 -0.204
O 4.92244 -2.29050 -0.87562 -0.016
C 3.97501 -3.09527 -1.45662 -0.437
C 3.84142 -4.44785 -0.73287 0.024
O 3.24608 -2.87279 -2.45645 0.039
H 5.75756 0.92098 -0.62205 0.051
H 6.98575 -0.40354 -0.52229 0.079
H 5.58807 -0.20536 0.61042 0.062
H 4.11674 -0.51721 -1.44468 0.099
H 5.42465 -1.00079 -2.45869 0.125
H 4.74000 -4.98256 -0.42508 0.088
H 3.16880 -5.00358 -1.38621 0.071
H 3.20326 -4.33184 0.14314 0.088
C 3.38491 3.30097 -2.02665 -0.021
C 2.65490 4.56157 -1.39953 -0.168
O 3.52750 5.68216 -1.56621 -0.013
C 3.65229 6.36197 -2.65854 -0.589
C 4.93774 7.11861 -2.67499 0.024
O 2.81786 6.41259 -3.55767 0.078
H 4.13513 3.12098 -1.25665 0.025
H 3.75490 3.54817 -3.02168 0.084
H 2.74012 2.42721 -1.93233 0.047
H 1.68930 4.78214 -1.85458 0.117
H 2.45741 4.40644 -0.33886 0.101
H 5.36343 6.89716 -3.65368 0.094
H 5.59607 6.77913 -1.87532 0.087
H 4.67629 8.17208 -2.57517 0.095
C -6.14229 -3.06799 3.41198 -0.053
C -5.23351 -3.10549 2.15917 -0.248
O -4.95390 -1.79370 1.91339 -0.042
C -4.40132 -1.38406 0.70269 -0.424
C -3.94383 -0.00648 0.93945 -0.030
O -4.22011 -1.96766 -0.39740 0.060
H -5.56903 -3.02038 4.33783 0.057
H -6.72864 -3.98576 3.45650 0.068
H -6.90165 -2.31162 3.61044 0.078
H -4.24366 -3.55190 2.25406 0.131
H -5.71488 -3.66394 1.35634 0.121
H -3.35535 0.12628 1.84728 0.079
H -4.73110 0.74088 0.84078 0.086
H -3.29149 0.28228 0.11532 0.019
Cl -3.94084 1.45426 -1.99354 0.542
C -2.87241 0.23004 -2.77045 -0.963
Cl -2.57238 0.64566 -4.48123 0.538
H -2.01047 0.06646 -2.12362 0.008
H -3.39174 -0.72573 -2.84052 0.023
Cl 3.98296 1.35774 2.89436 0.509
C 3.84677 2.65589 1.68483 -1.031
Cl 5.40811 3.41715 1.28054 0.531
H 3.32097 2.27061 0.81122 -0.007
H 3.14402 3.35987 2.13051 0.027

97
Properties=species:S:1:pos:R:3:lowdin_charge:R:1 method="wB97M-V/def2-TZVPD" total_charge=+1 lumo_ev=-2.18 multiplicity=1 mol_weight_g_mol=812.14
Mg 1.51739 -0.10715 2.33712 0.616
Mg -1.28518 2.02116 -2.29731 0.570
N 0.34039 -3.15803 2.74157 -0.535
O -0.70876 -3.44005 2.19221 0.062
O 0.81954 -1.97886 2.59042 -0.120
O 0.98606 -3.94364 3.45382 0.006
N -0.93041 0.30662 0.30604 -0.469
O -1.17598 1.29404 -0.45232 -0.054
O -1.59441 -0.69586 0.24045 0.129
O 0.07088 0.39140 1.02783 -0.010
As 2.27297 1.67478 -2.96587 0.755
F 3.95162 1.64822 -3.21656 -0.191
F 1.85505 1.58308 -4.62838 -0.211
F 0.49779 1.68798 -2.60050 -0.244
F 2.49320 1.68818 -1.25613 -0.233
F 2.19504 3.38761 -3.09238 -0.207
F 2.15367 -0.04065 -2.90192 -0.216
C 2.99922 -0.82414 5.04117 -0.050
O 2.99963 -0.67235 3.64483 -0.249
C 3.90319 -1.56492 2.97103 -0.127
C 4.11730 -1.03835 1.56551 -0.138
O 2.83127 -0.82279 1.00248 -0.234
C 2.81177 -0.77395 -0.42414 -0.053
H 2.65077 -1.82290 5.32964 0.115
H 2.34581 -0.07806 5.47902 0.092
H 4.00890 -0.73602 5.45584 0.104
H 3.47551 -2.57221 2.94140 0.142
H 4.86919 -1.58908 3.48499 0.143
H 4.70312 -1.75967 0.99592 0.148
H 4.63659 -0.07457 1.60197 0.132
H 1.81797 -0.49971 -0.75679 0.078
H 3.12375 -1.74193 -0.81897 0.116
H 3.50870 -0.01980 -0.80607 0.084
C 3.36098 2.44018 1.59672 -0.027
O 2.30022 1.76949 2.28698 -0.230
C 1.82484 2.51399 3.41290 -0.136
C 0.45489 2.02729 3.83664 -0.159
O 0.41625 0.60538 3.84863 -0.248
C -0.74160 0.08441 4.48948 -0.022
H 4.28584 2.51336 2.18073 0.112
H 3.04608 3.45766 1.36006 0.102
H 3.57848 1.89100 0.68719 0.077
H 1.83409 3.58720 3.22791 0.141
H 2.49444 2.31102 4.25978 0.144
H -0.37581 2.47815 3.27521 0.141
H 0.26011 2.37955 4.85907 0.142
H -1.59785 0.19980 3.81120 0.113
H -0.97748 0.57511 5.43346 0.105
H -0.63992 -0.98758 4.63158 0.107
C -2.71867 -3.88964 -1.29850 -0.135
O -2.33250 -4.61245 -0.17489 -0.154
C -1.15640 -5.38918 -0.37472 -0.211
C -1.15024 -6.54844 0.55938 -0.246
O -1.37134 -6.12538 1.85478 -0.177
C -0.83377 -6.95987 2.83964 -0.109
H -2.54347 -4.41037 -2.24882 0.088
H -2.19638 -2.91501 -1.37550 0.054
H -3.78167 -3.64705 -1.21769 0.089
H -0.28806 -4.73077 -0.22348 0.126
H -1.04739 -5.78509 -1.39747 0.123
H -0.18729 -7.07707 0.48760 0.130
H -1.90541 -7.28310 0.23665 0.133
H -1.52559 -7.11020 3.67283 0.088
H 0.13433 -6.60362 3.19505 0.080
H -0.72202 -7.99223 2.45877 0.086
C -1.68234 2.49001 -5.31125 -0.016
O -1.31109 2.98861 -4.03463 -0.250
C -1.47291 4.39363 -3.85905 -0.129
C -0.68889 4.85471 -2.64273 -0.150
O -0.73541 3.91646 -1.57078 -0.239
C -0.34881 4.49619 -0.34687 -0.043
H -2.71312 2.75316 -5.56246 0.112
H -1.58964 1.41116 -5.25980 0.096
H -1.00015 2.89960 -6.05520 0.114
H -2.54080 4.61839 -3.72587 0.135
H -1.16167 4.92835 -4.75879 0.149
H -1.11700 5.82254 -2.34508 0.142
H 0.35753 5.07303 -2.85711 0.132
H -0.96708 5.37269 -0.12874 0.105
H 0.70253 4.79642 -0.36273 0.109
H -0.49346 3.75545 0.43582 0.092
C -4.06034 3.22582 -1.47858 -0.029
O -3.23502 2.25716 -2.10864 -0.240
C -3.78436 0.93440 -2.03115 -0.137
C -3.07459 -0.05641 -2.95417 -0.130
O -1.66453 0.18892 -3.00976 -0.256
C -0.96057 -0.94337 -3.51963 -0.018
H -3.55002 4.18584 -1.50932 0.095
H -4.26045 2.96034 -0.43833 0.115
H -5.01228 3.34102 -2.00366 0.111
H -4.84113 1.01824 -2.31085 0.144
H -3.80766 0.50694 -1.02288 0.137
H -3.45945 0.05084 -3.97647 0.141
H -3.35280 -1.04896 -2.59525 0.137
H -0.96471 -1.75414 -2.79275 0.094
H 0.04190 -0.62081 -3.79030 0.085
H -1.41094 -1.31123 -4.45010 0.111